# 1
ORCA calculation (wB97M-V/def2-TZVPD) on a 6-piece molecular cluster, C31H26N5O13 overall.

Values from the calculation:
energy relative to the best compared isomer or geometry (same formula, charge and spin) = 0.0 kJ/mol
E = -2447.8458 hartree
maximum force = 16.934 eV/Å
charge = -1
gap between HOMO and LUMO = 6.8 eV

Geometry as XYZ:
```
75
Properties=species:S:1:pos:R:3:forces:R:3
C 37.570000 0.277000 45.876000 -1.153 2.967 -1.957
O 36.587000 0.707000 45.197000 -1.004 -0.930 -0.019
O 37.414000 -0.837000 46.573000 -1.956 -2.442 1.013
O 38.621000 0.898000 45.938000 2.135 0.065 0.800
H 36.449000 -1.112000 46.449000 1.984 0.622 0.101
C 37.780000 0.756000 40.703000 -1.190 -0.514 1.968
C 37.300000 0.185000 42.034000 -4.080 -0.738 -4.676
C 36.054000 -0.675000 42.001000 2.473 -0.487 -1.393
C 35.601000 -1.217000 40.621000 2.342 4.284 0.763
C 36.149000 -0.555000 39.392000 2.043 1.322 4.998
C 37.221000 0.494000 39.419000 -2.227 -3.846 5.529
N 34.519000 -2.228000 40.493000 1.658 -0.235 -0.876
O 33.844000 -2.512000 41.446000 -0.342 0.304 0.516
O 34.488000 -2.817000 39.416000 -0.333 0.402 0.240
H 38.587000 1.510000 40.733000 -0.329 -0.617 0.203
H 37.524000 0.584000 42.999000 0.691 0.138 0.484
H 35.709000 -1.055000 43.067000 0.327 0.772 -2.694
H 35.908000 -0.829000 38.452000 -1.408 -1.321 -2.685
H 37.807000 0.831000 38.641000 0.294 0.687 -2.144
C 38.429000 4.793000 48.520000 1.151 3.221 3.690
C 37.709000 5.392000 49.771000 -6.598 -9.831 -7.210
C 36.347000 4.800000 50.058000 4.971 -3.441 -4.415
C 35.958000 3.461000 49.339000 3.617 1.045 -0.324
C 36.888000 2.820000 48.366000 -1.616 2.190 0.968
C 38.119000 3.605000 47.926000 -4.631 -0.125 3.387
N 34.726000 2.704000 49.850000 -2.947 -0.156 0.172
O 34.039000 3.199000 50.800000 2.595 -0.564 -2.051
O 34.284000 1.683000 49.267000 2.174 2.183 0.814
H 39.426000 5.422000 48.235000 -2.564 -1.831 0.444
H 38.036000 6.076000 50.324000 2.820 5.869 4.105
H 35.709000 5.007000 50.821000 -1.496 1.185 2.164
H 36.500000 1.849000 47.896000 1.118 1.529 0.603
H 38.685000 3.330000 47.133000 1.425 -1.514 -2.247
C 36.910000 4.132000 44.600000 -1.244 -1.484 -1.065
C 35.945000 4.020000 43.400000 1.673 5.126 1.774
C 35.340000 5.351000 42.999000 1.346 -0.200 1.405
C 35.729000 6.718000 43.638000 0.549 -4.334 2.690
C 36.544000 6.641000 44.908000 -1.397 -1.277 -4.089
C 37.153000 5.314000 45.261000 -2.210 4.581 -0.699
N 35.138000 7.978000 43.142000 0.798 2.633 -0.885
O 34.616000 7.951000 41.984000 1.160 0.257 3.663
O 35.365000 9.092000 43.819000 -1.155 -4.440 -2.462
H 37.381000 3.231000 45.141000 -0.860 0.906 -1.619
H 35.926000 3.137000 42.729000 -0.529 0.637 0.925
H 34.494000 5.368000 42.270000 1.195 -0.019 0.378
H 36.677000 7.617000 45.429000 0.243 -1.188 -0.222
H 37.702000 5.538000 46.164000 0.424 -1.274 0.037
C 31.887000 -0.694000 45.012000 1.213 0.529 2.190
C 33.104000 0.138000 44.999000 -0.191 0.621 -3.666
C 33.394000 1.108000 43.810000 -3.796 -2.698 0.918
C 32.322000 1.209000 42.695000 -0.558 -3.489 3.217
C 31.083000 0.263000 42.742000 7.524 0.280 7.278
C 30.941000 -0.642000 43.996000 1.610 2.814 -3.254
N 32.460000 2.182000 41.578000 0.571 2.017 1.745
O 33.360000 3.082000 41.780000 -2.630 -2.730 -1.457
O 31.595000 2.173000 40.700000 1.820 0.131 0.912
H 31.602000 -1.371000 46.031000 1.141 1.866 -3.140
H 33.991000 -0.081000 45.665000 -1.348 0.720 -0.591
H 34.334000 1.682000 43.907000 -0.767 -0.334 -0.526
H 30.330000 0.371000 42.129000 -3.581 0.399 -3.415
H 30.130000 -1.326000 44.065000 -0.795 -0.134 -0.225
C 42.659000 3.031000 48.898000 -4.986 10.985 -11.883
C 41.918000 2.380000 47.714000 1.082 4.874 0.415
C 41.422000 3.300000 46.648000 -0.356 -1.663 0.570
C 41.648000 4.765000 46.699000 0.407 -0.430 3.972
C 42.236000 5.419000 47.930000 1.337 -2.854 -0.732
C 42.933000 4.445000 48.893000 -3.186 0.792 -1.400
N 40.980000 5.653000 45.691000 0.841 -5.394 -2.484
O 40.924000 5.148000 44.551000 0.471 0.797 1.219
O 40.428000 6.626000 46.005000 -1.135 3.476 1.529
H 42.858000 2.297000 49.329000 4.357 -10.221 8.633
H 41.908000 1.255000 47.748000 -0.637 1.512 -0.511
H 40.713000 2.742000 45.847000 1.921 1.850 1.573
H 42.368000 6.593000 48.166000 -0.491 -3.087 -1.088
H 43.385000 5.018000 49.701000 0.225 -0.738 0.101
```
Positions in Å, forces in eV/Å.

Löwdin atomic charge list, values in e, 6 entries: atom 1 (C): -0.914, atom 2 (O): -0.106, atom 3 (O): 0.064, atom 4 (O): -0.034, atom 5 (H): 0.135, atom 6 (C): -0.067


# 2
ORCA calculation (wB97M-V/def2-TZVPD) on C31H27GeIN4PdS2 as an isolated structure.

Values from the calculation:
energy relative to the best compared isomer or geometry (same formula, charge and spin) = 59.6 kJ/mol
E = -4715.1822 hartree
2S+1 = 2
maximum force = 1.040 eV/Å
expectation value of S² = 0.76
charge = +1
gap between HOMO and LUMO (alpha / beta) = 6.8 / 7.2 eV

Geometry as XYZ:
```
67
Properties=species:S:1:pos:R:3:forces:R:3
Pd 1.398174 0.013708 -0.049595 0.498 0.263 0.572
C 0.529683 2.490675 4.709376 -0.102 -0.041 -0.114
S 0.075131 3.365744 3.190992 0.208 0.105 0.131
C 0.878503 2.404516 1.976767 0.112 -0.347 -0.224
S 0.875204 0.630730 2.153804 -0.402 0.181 0.332
N 1.339929 3.041476 0.958612 -0.065 0.235 0.041
N 1.808132 2.217036 -0.026883 -0.584 -0.809 0.295
C 2.414908 2.724238 -1.006809 0.370 0.387 -0.516
C 2.960921 1.805619 -2.026164 -0.115 0.211 0.133
C 3.708719 2.263578 -3.092256 0.119 0.197 -0.064
C 4.270212 1.343347 -3.967176 -0.013 0.045 -0.049
C 4.067392 -0.004444 -3.740920 -0.006 -0.043 0.067
C 3.274113 -0.379001 -2.663883 -0.039 0.077 -0.131
N 2.725045 0.503217 -1.835855 -0.055 -0.613 -0.320
H -0.029876 2.975577 5.506594 0.012 0.016 -0.010
H 1.595278 2.596103 4.894437 -0.007 -0.021 0.038
H 0.244023 1.443251 4.656073 -0.022 -0.002 0.041
H 2.558657 3.801158 -1.076607 0.060 -0.048 -0.055
H 3.855156 3.328576 -3.217919 0.034 -0.028 -0.041
H 4.855880 1.674150 -4.814360 0.024 0.031 0.039
H 4.511720 -0.756128 -4.378061 -0.052 0.001 -0.008
H 3.059156 -1.422869 -2.466702 0.012 -0.008 0.031
C -3.073155 -1.630027 4.356600 0.067 -0.041 0.013
C -3.676457 -0.532081 3.766574 -0.062 0.002 -0.028
C -3.152796 0.011481 2.597940 -0.007 -0.042 -0.093
C -2.021811 -0.545961 2.010952 0.136 -0.043 0.045
C -1.436260 -1.671289 2.598691 -0.162 0.030 0.044
C -1.954142 -2.208960 3.766161 -0.005 0.034 -0.072
Ge -1.088218 0.228043 0.490938 -0.384 0.012 -0.231
C -1.484836 -0.925665 -1.065141 0.166 0.039 -0.055
C -0.689339 -1.101280 -2.202846 -0.224 0.052 -0.058
C -1.169070 -1.799224 -3.302322 0.012 0.011 0.049
C -2.446335 -2.344581 -3.277878 -0.003 -0.007 -0.029
C -3.243375 -2.184564 -2.155555 -0.010 -0.004 0.050
C -2.767391 -1.475259 -1.058483 0.081 -0.042 0.035
C -1.519289 2.022524 -0.100222 0.023 0.012 0.162
C -1.076622 2.407099 -1.366191 -0.121 0.091 0.002
C -1.375734 3.666495 -1.863020 0.018 -0.033 0.007
C -2.117651 4.555691 -1.095410 0.006 0.000 0.016
C -2.561308 4.183311 0.164750 -0.009 -0.038 0.025
C -2.261916 2.921626 0.663312 0.058 0.017 -0.038
H -3.469536 -2.037882 5.277487 -0.019 -0.007 -0.026
H -4.561564 -0.096475 4.212444 0.023 0.015 0.004
H -3.643132 0.861806 2.140038 -0.009 -0.007 0.057
H -0.557596 -2.123578 2.148222 0.033 0.006 0.041
H -1.481417 -3.070903 4.219467 -0.028 -0.005 0.004
H 0.311480 -0.690850 -2.247263 0.020 0.069 -0.030
H -0.551816 -1.909103 -4.185263 0.020 -0.022 0.020
H -2.821607 -2.884638 -4.137726 0.009 -0.005 0.019
H -4.238077 -2.610933 -2.129925 0.000 0.028 -0.008
H -3.404253 -1.346085 -0.189485 0.000 -0.064 -0.020
H -0.494873 1.720096 -1.970935 -0.043 -0.031 -0.042
H -1.040828 3.952733 -2.852417 0.012 0.005 0.017
H -2.351143 5.540045 -1.480418 -0.004 -0.017 -0.006
H -3.142604 4.873305 0.762741 0.017 0.005 -0.006
H -2.593604 2.648685 1.656658 0.008 0.050 -0.017
I 4.053429 -1.250230 1.159525 0.224 -0.231 0.005
C 2.739933 -2.764602 0.548040 -0.051 0.197 0.021
C 3.166320 -4.080515 0.594365 -0.041 -0.047 -0.019
C 2.278118 -5.062419 0.186410 0.049 -0.020 0.024
C 1.012228 -4.692732 -0.237062 -0.012 -0.024 0.007
C 0.678380 -3.352157 -0.245911 -0.049 0.093 0.078
N 1.528572 -2.386964 0.135985 0.265 0.166 -0.143
H 4.162629 -4.321149 0.934931 -0.017 0.000 0.006
H 2.575601 -6.102753 0.205755 -0.009 0.007 -0.007
H 0.288434 -5.427649 -0.560100 -0.001 0.016 0.017
H -0.303406 -3.022676 -0.557895 0.036 -0.018 -0.028
```
Positions in Å, forces in eV/Å.

natural (NBO) atomic charge list, values in e, 6 entries: atom 1 (Pd): 0.606, atom 2 (C): -0.745, atom 3 (S): 0.340, atom 4 (C): -0.042, atom 5 (S): -0.116, atom 6 (N): -0.342